This record from the OMol25 dataset describes a structure of composition C47H100F8N7NaO8S4. The level of theory is ωB97M-V/def2-TZVPD.

Output
Relative energy (zero: lowest compared OMol25 entry of this formula, charge and spin), kcal/mol: 128.4
LUMO level, eV: -9.1586
Orbital gap, Eh: 0.187
DFT total energy, eV: -146632.0673

The geometry in ORCA input format:
```
! RIJCOSX wB97M-V def2-TZVPD def2/J DEFGRID3
* xyz 4 1
S -0.662 -0.251 -0.522
S -4.324 -4.113 -5.491
S -0.369 -2.435 0.755
S -2.633 -3.150 -4.139
Na 2.708 -0.948 -0.083
F 1.214 0.282 -2.400
F -1.780 -1.768 -4.026
F -0.418 1.690 -2.278
F -0.242 -3.314 -1.701
F 1.103 1.815 -0.780
F 0.988 -4.469 -0.286
F -1.173 -4.647 -0.377
F -4.483 -3.995 -7.063
O -5.633 -3.803 -4.953
O -1.560 -4.128 -4.041
O -1.210 0.638 0.496
O -3.832 -5.460 -5.315
O -3.561 -3.042 -3.020
O -1.555 -0.854 -1.459
O 0.377 -2.942 1.873
O -1.799 -2.301 0.980
N 3.554 7.987 -3.261
N 0.723 -6.440 5.279
N 0.470 -1.180 -0.046
N -5.661 -2.521 0.227
N -3.238 -2.822 -5.451
N -0.082 2.817 3.635
N 4.242 0.504 -5.316
C -4.790 -3.796 0.055
C -6.901 -3.839 1.997
C -0.345 3.977 2.670
C 0.551 -7.643 4.343
C -5.456 0.664 2.405
C 0.402 0.939 -1.573
C 2.089 -5.640 7.226
C 2.472 -1.246 -4.613
C 0.396 3.182 5.035
C 3.261 8.271 -4.739
C 4.866 7.249 -3.071
C 2.118 9.258 -4.980
C -0.550 -6.426 6.103
C -0.135 -3.819 -0.501
C 0.915 1.873 2.940
C -5.884 -2.048 -1.192
C -6.012 -5.061 1.756
C 2.416 7.237 -2.583
C 3.314 1.480 -6.040
C 3.608 -0.386 -4.210
C -6.107 -0.394 1.495
C 2.621 2.569 -5.215
C 3.772 9.324 -2.531
C -5.094 -1.487 1.172
C 4.766 -0.460 -6.369
C 2.067 -6.556 5.999
C 0.747 -5.150 4.416
C 2.963 -2.203 -5.732
C -1.451 2.131 3.763
C 2.135 4.258 6.464
C 1.582 3.313 -6.047
C 0.677 5.408 -2.536
C 3.685 -1.436 -6.833
C -4.621 -4.586 1.359
C -0.552 -0.130 3.805
C 1.606 4.140 5.034
C 1.781 6.072 -3.355
C -0.594 -7.632 3.341
C 0.957 -5.877 8.180
C -1.438 0.823 4.544
C 0.845 0.444 3.544
C -0.421 -5.697 7.443
C 2.357 10.585 -4.314
C 2.734 10.438 -2.853
C -7.034 -3.063 0.723
C -0.791 -9.027 2.701
C 5.443 1.194 -4.715
H 2.166 -2.760 -6.222
H 1.404 0.600 4.472
H -4.703 -1.906 2.096
H 0.951 3.911 -5.387
H 4.093 -2.200 -7.495
H 4.391 -1.045 -3.820
H 1.956 -1.780 -3.817
H -0.850 -7.442 6.355
H 3.162 7.372 -5.348
H 3.013 11.363 -2.351
H 2.584 5.363 -3.585
H 5.135 0.080 -7.241
H 0.546 2.247 5.562
H 5.627 -0.966 -5.932
H 0.179 4.685 -3.180
H 1.465 -7.684 3.748
H 1.832 10.107 -2.325
H 2.236 -7.608 6.231
H -6.565 -2.703 -1.736
H -3.846 -3.474 -0.383
H -0.420 3.763 5.462
H -4.962 -1.968 -1.763
H 1.085 4.830 -1.706
H 2.401 3.989 4.306
H -6.104 1.507 2.640
H -7.467 -3.679 -0.065
H 3.466 0.351 -3.415
H -1.366 -5.999 5.525
H 3.412 3.269 -4.922
H -7.869 -4.165 2.383
H -6.423 -3.460 2.906
H 2.586 0.798 -6.475
H 3.037 -6.000 7.640
H 4.763 9.640 -2.856
H 1.510 11.266 -4.387
H 1.434 6.396 -4.336
H -2.017 2.820 4.390
H 1.894 2.325 3.082
H -5.324 -4.384 -0.688
H -7.051 -0.719 1.934
H 3.180 11.111 -4.810
H -1.122 -6.163 8.136
H -0.522 -6.904 2.532
H -5.178 0.238 3.371
H -0.002 -9.759 2.878
H 0.908 -5.140 8.981
H 0.853 2.658 -6.529
H 0.005 6.170 -2.144
H -0.610 -4.625 7.484
H 1.864 9.323 -6.038
H 1.666 -5.315 3.863
H 2.218 2.234 -4.257
H -0.873 3.669 1.775
H 2.911 -0.900 -7.383
H 3.621 -2.935 -5.254
H 2.664 6.992 -1.549
H -7.768 -2.264 0.823
H 2.873 -6.280 5.321
H -4.277 -0.968 0.668
H 1.381 -0.336 3.000
H 5.186 7.280 -2.036
H 4.279 8.579 -4.990
H 1.988 3.942 -6.837
H -2.499 0.613 4.695
H 0.672 1.885 1.878
H 6.098 0.371 -4.432
H 1.180 8.885 -4.551
H -6.453 0.018 0.545
H 3.870 1.890 -6.882
H -4.570 1.083 1.921
H -4.113 -4.088 2.183
H 2.236 -4.622 6.869
H 1.235 5.158 4.895
H 0.520 -8.454 5.067
H -0.527 -1.151 4.192
H 4.802 6.247 -3.494
H 0.575 4.537 2.516
H -1.812 2.034 2.742
H -1.548 -7.334 3.783
H 3.783 9.119 -1.463
H -1.124 0.903 5.589
H -6.479 -1.135 -1.169
H 1.419 4.601 7.210
H -6.000 -5.628 2.690
H 1.616 7.969 -2.453
H 5.981 1.725 -5.498
H 0.690 -4.317 5.110
H -6.491 -5.713 1.022
H 2.816 3.497 6.845
H 0.996 -6.833 8.703
H -0.844 -9.053 1.610
H 5.152 1.773 -3.844
H 2.806 5.125 6.446
H -4.124 -5.538 1.164
H -0.937 4.651 3.291
H -1.745 -9.486 2.960
H 5.556 7.730 -3.764
H -0.142 -5.177 3.794
H 1.692 -0.628 -5.073
H -1.033 -0.376 2.852
*
```

Löwdin atomic charge list, values in e, 8 entries:
1 S 0.536
2 S 0.562
3 S 0.667
4 S 0.412
5 Na 0.728
6 F 0.118
7 F -0.244
8 F 0.166